(1)
Computed, not measured: a structure of composition C8H20F6KN3O16S6 at a distorted geometry, with ωB97M-V/def2-TZVPD.

Structure (ORCA input):
```
! wB97M-V def2-TZVPD RIJCOSX def2/J DEFGRID3
* xyz -2 1
K 0.707 -0.155 1.411
N 1.073 1.008 3.693
S 0.442 2.128 4.457
O 0.568 3.548 4.051
O 0.247 1.775 5.835
F -1.055 1.838 3.971
S 2.658 1.489 3.941
O 3.071 1.104 5.290
O 3.090 2.783 3.423
F 3.468 0.397 3.005
N 0.076 -2.687 2.759
S 1.482 -3.702 2.835
O 2.000 -4.467 1.720
O 1.843 -4.156 4.168
F 2.490 -2.437 2.662
S -0.618 -3.806 2.052
O -1.014 -4.906 2.858
O -0.391 -3.997 0.590
F -1.980 -3.019 1.917
N 0.371 -2.631 -3.053
S 0.884 -1.217 -3.793
O 1.531 -1.443 -5.078
O 1.306 -0.034 -3.071
F -0.547 -0.746 -4.336
S 1.549 -2.739 -2.063
O 1.454 -2.083 -0.743
O 2.897 -2.804 -2.614
F 1.240 -4.251 -1.648
C -4.774 -1.044 -4.271
O -4.679 -0.750 -2.834
C -3.506 0.020 -2.561
C -3.488 0.692 -1.119
O -3.482 -0.294 -0.053
C -3.275 0.333 1.196
H -4.276 -2.011 -4.339
H -4.228 -0.359 -4.920
H -5.800 -1.084 -4.635
H -3.223 0.793 -3.275
H -2.572 -0.507 -2.757
H -4.310 1.390 -0.964
H -2.618 1.347 -1.071
H -3.738 1.311 1.329
H -2.236 0.349 1.524
H -3.723 -0.195 2.037
C -0.146 3.024 0.705
O 0.137 2.091 -0.361
C 1.044 2.570 -1.378
C 2.503 2.293 -1.026
O 2.855 0.942 -0.859
C 4.224 0.901 -0.559
H 0.726 3.311 1.292
H -0.715 2.401 1.395
H -0.697 3.951 0.540
H 0.844 3.617 -1.608
H 0.869 2.072 -2.332
H 2.698 2.945 -0.174
H 3.083 2.746 -1.831
H 4.526 1.576 0.241
H 4.720 0.816 -1.526
H 4.415 -0.040 -0.044
*
```

Output
ΔE to the lowest compared entry with this formula, charge and spin	37.2	kcal per mole
M	759.7	g mol⁻¹
total energy	-143488.0867	eV
frontier orbital gap	8.516	eV
HOMO energy	-4.89	eV

---

(2)
Computed, not measured: a structure of composition C8H20FHfN4O2PS at a distorted geometry, with ωB97M-V/def2-TZVPD.

Structure (ORCA input):
```
! wB97M-V def2-TZVPD RIJCOSX def2/J DEFGRID3
* xyz 4 1
C 0.938 -2.458 1.391
N -0.040 -1.375 1.184
C -0.012 -0.748 -0.178
C 1.374 -0.087 -0.616
C 2.284 0.493 0.572
C 2.934 1.872 0.053
N 4.029 1.740 -0.924
O 2.551 2.998 0.390
P -0.583 -2.137 -1.390
S 0.853 -3.319 -1.972
C -1.269 0.310 -0.190
N -1.513 0.943 -1.502
C -1.115 1.503 0.865
N -1.421 2.796 0.172
O -2.391 -0.500 0.270
C -3.655 0.095 -0.061
F -4.126 -0.474 -1.284
H 1.429 -2.316 2.462
H 1.787 -2.521 0.641
H 0.408 -3.522 1.390
H 0.107 -0.706 1.948
H 1.245 0.772 -1.368
H 2.034 -0.845 -1.172
H 1.779 0.581 1.578
H 3.169 -0.223 0.718
H 3.852 2.373 -1.732
H 3.902 0.792 -1.331
H -1.657 -2.846 -0.724
H -1.180 -1.593 -2.586
H -1.978 0.338 -2.193
H -0.711 1.457 -1.881
H -1.866 1.369 1.726
H -0.089 1.615 1.328
H -2.434 2.983 0.153
H -0.931 3.594 0.606
H -4.396 -0.225 0.750
H -3.668 1.224 -0.105
Hf 0.359 -3.954 3.015
*
```

Output
M	464.8	g mol⁻¹
total energy	-42763.6998	eV
frontier orbital gap	2.617	eV
HOMO energy	-21.59	eV

---

(3)
Computed, not measured: a structure of composition C8H20MnO4 at a distorted geometry, with ωB97M-V/def2-TZVPD.

Structure (ORCA input):
```
! wB97M-V def2-TZVPD RIJCOSX def2/J DEFGRID3
* xyz -2 6
Mn 0.125 0.451 0.086
C 1.659 -2.825 1.896
C 1.000 -1.495 2.259
O 1.395 -0.485 1.460
H 1.351 -3.172 0.907
H 1.393 -3.611 2.624
H 2.750 -2.737 1.906
H 1.224 -1.285 3.343
H -0.111 -1.641 2.274
C 2.329 1.782 -3.470
C 1.323 0.971 -2.653
O 1.571 1.053 -1.321
H 2.065 1.774 -4.540
H 3.335 1.364 -3.352
H 2.371 2.820 -3.127
H 1.387 -0.080 -3.032
H 0.304 1.343 -2.927
C -1.601 3.278 2.704
C -1.441 2.857 1.231
O -0.235 2.273 1.029
H -0.739 3.863 3.030
H -1.665 2.371 3.311
H -2.514 3.871 2.874
H -1.583 3.768 0.590
H -2.306 2.190 1.002
C -1.491 -3.046 -0.785
C -1.866 -1.651 -1.273
O -1.504 -0.683 -0.388
H -1.667 -3.819 -1.550
H -2.054 -3.287 0.121
H -0.431 -3.073 -0.528
H -2.971 -1.639 -1.429
H -1.403 -1.500 -2.275
*
```

Output
expectation value of S²	8.7544
ΔE to the lowest compared entry with this formula, charge and spin	0.5	kcal per mole
M	235.2	g mol⁻¹
total energy	-48129.8622	eV
frontier orbital gap (alpha / beta)	6.330 / 6.896	eV
HOMO energy (alpha / beta)	-0.17 / -0.75	eV